# 1
Here is a 5-piece molecular cluster, C19H41BO10 overall from the Open Molecules 2025 dataset. Energies are from ωB97M-V/def2-TZVPD.

The calculation puts the LUMO energy at 0.60 eV. The value obtained for the HOMO energy is -0.3425 Ha. Its gap between HOMO and LUMO is 0.3647 Eh. Its electronic energy is -1525.81854 Ha.

Each line ends with the Löwdin charge.
Geometry (Å):
O 5.879 -3.726 2.709  0.096
O -0.042 0.120 2.933  0.099
O 1.332 -0.593 4.469  -0.005
O -3.313 -1.911 -3.969  0.103
O -3.464 -0.400 0.269  -0.016
O 2.431 2.363 -1.131  0.000
O -3.828 -0.047 -5.001  -0.004
O 2.383 0.213 -1.526  0.096
O -1.123 0.905 0.280  -0.031
O 5.393 -1.908 1.584  -0.001
C -4.170 -1.238 -4.470  -0.527
C -1.160 -0.246 -0.554  -0.389
C 3.590 -3.513 2.115  0.019
C -2.611 -0.533 -0.879  -0.156
C -5.621 -1.663 -4.454  0.016
C -4.741 0.777 -5.728  -0.240
C 4.491 -1.129 0.785  -0.230
C 2.460 1.565 -3.473  0.020
C -0.147 1.319 4.978  0.026
C 2.040 -0.446 5.704  -0.229
C -5.572 1.652 -4.812  -0.063
C 3.609 -0.247 1.639  -0.055
C 2.446 1.322 -1.982  -0.518
C -0.402 -1.440 0.029  -0.016
C 1.276 -1.035 6.871  -0.061
C 5.039 -3.077 2.148  -0.532
C 2.600 3.721 -1.545  -0.235
C 0.389 0.260 4.047  -0.504
C 1.295 4.337 -2.005  -0.059
B -3.650 -1.470 1.040  -0.173
H 3.387 3.798 -2.298  0.111
H 3.119 -3.222 3.053  0.089
H 3.918 -1.770 0.116  0.109
H 0.327 -0.523 7.032  0.069
H -0.661 0.038 -1.478  0.129
H -5.658 -2.742 -4.577  0.091
H -4.110 1.400 -6.361  0.121
H 0.894 3.826 -2.880  0.070
H 2.962 4.238 -0.659  0.122
H 0.540 1.614 5.766  0.071
H -2.951 0.207 -1.595  0.123
H -2.745 -1.503 -1.340  0.106
H -5.356 0.173 -6.396  0.111
H 1.865 -0.961 7.785  0.083
H -4.293 -1.379 2.038  0.035
H 2.970 -0.993 5.556  0.124
H 1.054 -2.085 6.682  0.085
H -6.232 -1.217 -5.235  0.068
H 3.566 -4.596 2.033  0.090
H -0.380 2.202 4.388  0.095
H -0.544 0.752 1.038  0.050
H 2.973 -0.834 2.304  0.057
H -6.201 1.058 -4.149  0.069
H -4.922 2.263 -4.186  0.084
H 1.436 1.512 -3.839  0.098
H -0.356 -1.355 1.103  0.061
H 0.549 4.266 -1.215  0.086
H -0.965 -2.341 -0.173  0.071
H 3.012 -3.102 1.292  0.067
H -6.215 2.310 -5.396  0.081
H -6.043 -1.407 -3.483  0.097
H 2.895 2.516 -3.770  0.069
H 0.587 -1.510 -0.398  0.065
H 3.039 0.773 -3.939  0.092
H -1.067 0.948 5.427  0.100
H 1.441 5.388 -2.258  0.081
H 2.968 0.368 1.009  0.065
H 5.127 -0.512 0.154  0.122
H 4.220 0.404 2.267  0.085
H -3.271 -2.532 0.641  0.053
H 2.311 0.598 5.867  0.115

---

# 2
Here is C19H41CrF3N5O7 as an isolated structure in a non-equilibrium geometry from the Open Molecules 2025 dataset. Energies are from ωB97M-V/def2-TZVPD.

The spin multiplicity is 6. The calculation puts the LUMO energy (spin up / spin down) at 0.44 / 0.39 eV. As for the expectation value of S²: 8.755. The value obtained for the HOMO energy (spin up / spin down) is -0.0672 / -0.2766 Ha. Its gap between HOMO and LUMO (spin up / spin down) is 0.0835 / 0.2908 Eh. Its electronic energy is -2893.00508 Ha.

Each line ends with the Mulliken spin population.
Geometry (Å):
Cr -0.269 -0.213 -0.128  3.641
F -1.855 3.864 -3.937  0.000
F -1.572 1.885 -4.602  -0.002
F -2.979 2.166 -3.139  0.001
O -2.234 -0.547 0.365  -0.285
O -0.384 1.271 -1.820  -0.035
O -0.685 3.370 -1.453  -0.009
O 0.230 0.988 1.487  -0.312
O 0.565 -1.803 1.215  -3.730
O -0.642 -1.702 -1.717  -0.028
O 1.834 -0.196 -0.400  -0.313
N -1.626 -3.563 -2.690  0.031
N -4.311 -1.166 0.873  -0.180
N 3.668 -1.441 -0.380  -0.034
N 1.467 2.594 2.505  0.063
N 1.534 -2.444 3.141  -0.984
C -4.115 -2.620 0.996  0.025
C -1.169 -4.688 -1.839  0.139
C 3.732 0.881 -1.369  0.134
C 0.094 -3.976 1.965  0.890
C -1.868 -1.422 -3.743  0.028
C 0.812 -2.701 2.041  4.792
C -3.830 1.138 0.383  0.047
C 2.666 2.355 1.764  0.098
C 4.983 -1.632 0.035  0.414
C 0.332 1.951 2.274  0.183
C -1.323 -2.272 -2.635  -0.044
C -0.047 5.244 -0.141  -0.002
C -3.380 -0.267 0.559  0.309
C -0.559 2.461 -2.555  0.106
C 2.284 -1.181 3.366  0.910
C 3.031 -0.310 -0.702  -0.435
C 0.427 4.282 -1.245  0.038
C -1.785 2.590 -3.537  -0.014
C -0.863 2.229 3.120  0.187
H 1.328 3.413 3.079  -0.004
H 5.491 -1.860 -0.902  0.064
H 3.589 2.704 2.227  -0.040
H 0.801 -4.772 1.732  -0.026
H 1.501 -3.140 3.872  -0.228
H -4.351 1.521 1.261  0.003
H 2.845 1.318 1.477  0.034
H 0.233 2.664 -3.275  0.009
H 0.659 4.767 -2.193  0.003
H -2.663 -0.781 -3.362  -0.004
H -2.361 -1.897 -4.591  0.002
H -0.242 -4.448 -1.318  0.019
H 2.693 3.076 0.947  0.000
H 3.983 0.488 -2.354  -0.051
H 3.067 -1.366 4.101  -0.178
H -0.734 -5.353 -2.585  -0.104
H 5.053 -2.526 0.654  -0.147
H -3.052 1.834 0.070  0.005
H -3.635 -2.909 1.930  0.028
H -0.714 -4.115 1.246  0.206
H 5.449 -0.860 0.647  -0.052
H -0.394 -4.223 2.908  -0.212
H 4.649 1.176 -0.860  0.047
H -0.271 4.691 0.771  0.008
H -2.145 -3.693 -3.546  -0.012
H 3.164 1.811 -1.339  0.014
H -1.877 -5.228 -1.211  0.047
H 2.738 -0.903 2.415  -0.065
H 3.154 -2.139 0.138  0.056
H -0.694 2.541 4.151  0.010
H -0.971 5.743 -0.436  0.000
H -1.448 1.311 3.077  0.020
H -4.992 -3.251 0.854  -0.070
H -1.062 -0.771 -4.081  -0.014
H 1.778 -0.273 3.693  -0.040
H -3.563 -2.883 0.093  0.077
H -1.445 3.051 2.702  -0.049
H -4.597 1.188 -0.390  0.000
H 1.358 3.833 -0.899  -0.015
H 0.736 5.968 0.082  0.001
H -5.220 -0.831 1.161  0.029

---

# 3
Here is C19H41FNO20PSi2 as an isolated structure in a non-equilibrium geometry from the Open Molecules 2025 dataset. Energies are from ωB97M-V/def2-TZVPD.

The calculation puts the LUMO energy at -0.49 eV. Its energy above the lowest of the compared OMol25 structures with the same formula, charge and spin is 343.99 kJ/mol. The value obtained for the HOMO energy is -0.3318 Ha. Its gap between HOMO and LUMO is 0.3137 Eh. Its electronic energy is -3328.36023 Ha.

Each line ends with the Löwdin charge.
Geometry (Å):
P -4.382 -3.923 0.250  0.356
Si -1.360 -6.036 -2.191  0.612
Si -3.171 -3.889 -1.652  0.566
F -0.221 -2.086 -5.276  0.134
O -2.893 5.241 2.483  0.121
O -1.831 -0.274 -0.864  -0.134
O -3.999 -1.475 -2.478  -0.190
O -2.881 -5.414 -2.276  -0.406
O 7.222 4.848 -0.375  0.000
O -4.322 3.493 2.396  0.013
O 3.856 -0.708 -0.954  0.010
O 1.053 -4.932 -2.844  0.103
O 0.243 1.932 2.157  -0.017
O -4.133 -2.677 1.000  -0.309
O 4.938 -0.909 0.905  -0.007
O -5.912 -4.133 -0.170  -0.152
O 6.321 3.037 -1.132  0.010
O -4.099 -5.271 1.070  -0.153
O 3.001 -2.041 0.660  0.142
O -4.989 5.328 3.318  0.002
O -1.191 0.323 2.176  -0.034
O 0.329 -2.059 -3.132  0.123
O -0.040 0.766 4.072  0.128
O 6.220 3.450 1.087  0.119
N -0.639 -3.922 -4.084  0.146
C -2.546 0.322 -1.914  -0.190
C 5.052 -1.446 2.227  -0.028
C -4.735 6.678 3.715  -0.042
C 6.552 3.745 -0.032  -0.627
C -1.874 -0.741 2.852  -0.017
C 5.600 1.814 -0.908  -0.036
C 1.201 2.753 2.832  -0.029
C 7.538 5.707 0.723  -0.043
C -0.416 -0.114 -0.898  -0.213
C 3.848 -1.295 0.243  -0.600
C -2.917 -0.696 -2.969  -0.185
C -4.008 -2.811 -2.949  -0.279
C -3.962 4.734 2.708  -0.625
C 2.726 -1.049 -1.777  -0.037
C -0.114 -4.882 -3.092  -0.467
C -3.304 2.735 1.727  -0.017
C 0.294 -1.456 -0.902  -0.110
C -0.097 -2.653 -4.062  -0.501
C -0.303 0.979 2.918  -0.635
H -3.725 1.751 1.549  0.098
H -5.040 -3.118 -3.128  0.094
H 8.168 5.191 1.445  0.096
H 1.366 -1.313 -0.759  -0.014
H 6.630 6.052 1.214  0.096
H 6.154 1.159 -0.242  0.090
H 5.099 -2.532 2.194  0.097
H -2.419 2.655 2.349  0.083
H -0.881 -6.113 -0.801  0.002
H -2.433 -0.355 3.703  0.100
H -6.389 -3.329 0.082  0.088
H 0.735 3.276 3.665  0.099
H -3.041 3.204 0.780  0.103
H -2.549 -1.177 2.120  0.067
H 8.074 6.549 0.294  0.092
H 0.140 -1.993 -1.840  -0.030
H -4.507 7.296 2.849  0.096
H -0.111 0.462 -1.779  0.125
H -1.871 -3.292 -1.277  0.027
H -1.294 -7.347 -2.855  -0.017
H 5.975 -1.041 2.630  0.095
H -5.648 7.023 4.191  0.092
H 2.707 -2.117 -1.976  0.119
H 4.621 2.024 -0.485  0.097
H -3.277 -5.187 1.569  0.083
H -0.133 0.438 -0.003  0.102
H -2.039 -1.319 -3.177  0.099
H 2.032 2.152 3.195  0.095
H -3.457 -2.915 -3.892  0.084
H 2.856 -0.495 -2.702  0.114
H -3.225 -0.201 -3.899  0.134
H 1.800 -0.752 -1.292  0.001
H -3.907 6.721 4.420  0.097
H -1.984 1.146 -2.368  0.126
H -1.161 -1.491 3.190  0.099
H 4.208 -1.133 2.838  0.098
H -0.614 -4.341 -5.010  0.155
H -0.083 -2.079 -0.088  0.099
H -3.474 0.734 -1.506  0.130
H 5.491 1.350 -1.882  0.092
H 1.549 3.468 2.093  0.094

---

Question: Among the records above, which one has the highest electronic energy?
Answer: C19H41BO10

---

Question: The highest electronic energy belongs to which entry?
Answer: C19H41BO10

---

Repeat the first record exactly.
Here is a 5-piece molecular cluster, C19H41BO10 overall from the Open Molecules 2025 dataset. Energies are from ωB97M-V/def2-TZVPD.

The calculation puts the LUMO energy at 0.60 eV. The value obtained for the HOMO energy is -0.3425 Ha. Its gap between HOMO and LUMO is 0.3647 Eh. Its electronic energy is -1525.81854 Ha.

Each line ends with the Löwdin charge.
Geometry (Å):
O 5.879 -3.726 2.709  0.096
O -0.042 0.120 2.933  0.099
O 1.332 -0.593 4.469  -0.005
O -3.313 -1.911 -3.969  0.103
O -3.464 -0.400 0.269  -0.016
O 2.431 2.363 -1.131  0.000
O -3.828 -0.047 -5.001  -0.004
O 2.383 0.213 -1.526  0.096
O -1.123 0.905 0.280  -0.031
O 5.393 -1.908 1.584  -0.001
C -4.170 -1.238 -4.470  -0.527
C -1.160 -0.246 -0.554  -0.389
C 3.590 -3.513 2.115  0.019
C -2.611 -0.533 -0.879  -0.156
C -5.621 -1.663 -4.454  0.016
C -4.741 0.777 -5.728  -0.240
C 4.491 -1.129 0.785  -0.230
C 2.460 1.565 -3.473  0.020
C -0.147 1.319 4.978  0.026
C 2.040 -0.446 5.704  -0.229
C -5.572 1.652 -4.812  -0.063
C 3.609 -0.247 1.639  -0.055
C 2.446 1.322 -1.982  -0.518
C -0.402 -1.440 0.029  -0.016
C 1.276 -1.035 6.871  -0.061
C 5.039 -3.077 2.148  -0.532
C 2.600 3.721 -1.545  -0.235
C 0.389 0.260 4.047  -0.504
C 1.295 4.337 -2.005  -0.059
B -3.650 -1.470 1.040  -0.173
H 3.387 3.798 -2.298  0.111
H 3.119 -3.222 3.053  0.089
H 3.918 -1.770 0.116  0.109
H 0.327 -0.523 7.032  0.069
H -0.661 0.038 -1.478  0.129
H -5.658 -2.742 -4.577  0.091
H -4.110 1.400 -6.361  0.121
H 0.894 3.826 -2.880  0.070
H 2.962 4.238 -0.659  0.122
H 0.540 1.614 5.766  0.071
H -2.951 0.207 -1.595  0.123
H -2.745 -1.503 -1.340  0.106
H -5.356 0.173 -6.396  0.111
H 1.865 -0.961 7.785  0.083
H -4.293 -1.379 2.038  0.035
H 2.970 -0.993 5.556  0.124
H 1.054 -2.085 6.682  0.085
H -6.232 -1.217 -5.235  0.068
H 3.566 -4.596 2.033  0.090
H -0.380 2.202 4.388  0.095
H -0.544 0.752 1.038  0.050
H 2.973 -0.834 2.304  0.057
H -6.201 1.058 -4.149  0.069
H -4.922 2.263 -4.186  0.084
H 1.436 1.512 -3.839  0.098
H -0.356 -1.355 1.103  0.061
H 0.549 4.266 -1.215  0.086
H -0.965 -2.341 -0.173  0.071
H 3.012 -3.102 1.292  0.067
H -6.215 2.310 -5.396  0.081
H -6.043 -1.407 -3.483  0.097
H 2.895 2.516 -3.770  0.069
H 0.587 -1.510 -0.398  0.065
H 3.039 0.773 -3.939  0.092
H -1.067 0.948 5.427  0.100
H 1.441 5.388 -2.258  0.081
H 2.968 0.368 1.009  0.065
H 5.127 -0.512 0.154  0.122
H 4.220 0.404 2.267  0.085
H -3.271 -2.532 0.641  0.053
H 2.311 0.598 5.867  0.115

---

Question: Which formula does entry 3 have?
Answer: C19H41FNO20PSi2